Entry 1:
C26H31AsFIrN3O10S2 | wB97M-V/def2-TZVPD

Calculated values
LUMO, hartree: -0.124
Frontier orbital gap, eV: 6.22
Charge: +1

Structure (XYZ):
```
75
C26H31AsFIrN3O10S2 wB97M-V/def2-TZVPD
Ir 2.171 -1.882 -0.234
C -5.542 -1.082 -1.063
C -4.755 -1.220 0.233
N -3.324 -0.973 0.039
C -2.535 -2.017 -0.300
C -1.199 -1.937 -0.531
C -0.487 -3.176 -1.007
O -1.140 -4.005 -1.618
O 0.758 -3.301 -0.717
C -0.549 -0.684 -0.430
O 0.666 -0.479 -0.615
C -1.408 0.460 -0.139
C -0.848 1.735 -0.092
C -1.638 2.829 0.112
F -1.050 4.045 0.117
C -3.026 2.714 0.287
C -3.570 1.440 0.279
C -2.785 0.301 0.063
N -3.906 3.819 0.492
C -5.024 3.944 -0.439
C -6.218 4.554 0.319
N -5.682 5.232 1.542
C -4.506 6.080 1.173
C -3.347 5.137 0.795
H -6.597 -1.296 -0.889
H -5.169 -1.785 -1.807
H -5.454 -0.077 -1.478
H -4.855 -2.230 0.626
H -5.128 -0.545 1.002
H -3.023 -2.979 -0.400
H 0.220 1.843 -0.236
H -4.632 1.337 0.449
H -5.303 2.970 -0.826
H -4.751 4.570 -1.298
H -6.934 3.801 0.640
H -6.736 5.300 -0.280
H -5.342 4.502 2.174
H -6.408 5.770 2.014
H -4.240 6.718 2.011
H -4.813 6.711 0.342
H -2.659 5.038 1.631
H -2.800 5.575 -0.043
O 2.994 -3.271 3.760
As 3.117 -2.385 2.250
O 3.075 -3.529 1.033
O 1.719 -1.513 1.914
C 4.622 -1.252 2.665
C 4.986 -1.161 4.002
C 5.935 -0.226 4.395
C 6.528 0.607 3.462
C 6.183 0.511 2.121
C 5.231 -0.412 1.726
S 4.690 -0.421 0.036
O 3.270 0.046 0.140
O 5.584 0.391 -0.734
O 4.649 -1.828 -0.359
H 2.389 -4.008 3.601
H 4.527 -1.816 4.729
H 6.205 -0.146 5.440
H 7.257 1.343 3.775
H 6.638 1.139 1.368
O 2.283 -1.875 -2.319
S 2.209 -3.245 -3.056
C 3.484 -4.279 -2.263
C 4.701 -4.316 -3.188
C 4.694 -2.994 -3.950
C 3.270 -2.869 -4.475
H 3.043 -5.251 -2.054
H 3.698 -3.773 -1.319
H 4.611 -5.147 -3.892
H 5.615 -4.457 -2.615
H 5.426 -2.973 -4.757
H 4.903 -2.167 -3.268
H 3.045 -3.606 -5.248
H 2.988 -1.874 -4.817
```



Entry 2:
C26H31AsFeN4O7S3 | wB97M-V/def2-TZVPD

Calculated values
LUMO (spin up / spin down), hartree: 0.161 / 0.161
Frontier orbital gap (spin up / spin down), eV: 6.30 / 6.30
Charge: -2

Structure (XYZ):
```
73
C26H31AsFeN4O7S3 wB97M-V/def2-TZVPD
Fe -0.389 0.018 -0.305
C 3.394 -1.516 -1.574
C 3.093 -0.422 -0.589
N 2.855 -0.759 0.620
N 2.758 0.258 1.554
C 1.656 0.356 2.184
S 0.150 -0.463 1.979
S 1.661 1.631 3.482
C 2.679 2.913 2.685
C 4.170 2.803 2.847
C 4.987 2.601 1.739
C 6.365 2.530 1.883
C 6.950 2.657 3.136
C 6.141 2.859 4.248
C 4.764 2.930 4.100
C 3.135 0.985 -1.077
C 4.262 1.434 -1.756
C 4.417 2.758 -2.152
C 3.396 3.654 -1.858
C 2.249 3.232 -1.213
C 2.052 1.883 -0.822
O 0.970 1.540 -0.213
H 3.395 -2.475 -1.060
H 2.622 -1.543 -2.341
H 4.362 -1.349 -2.057
H 2.417 2.920 1.628
H 2.341 3.857 3.122
H 4.535 2.482 0.762
H 6.979 2.360 1.006
H 8.026 2.592 3.248
H 6.585 2.952 5.233
H 4.132 3.064 4.972
H 5.064 0.728 -1.948
H 5.316 3.083 -2.662
H 3.496 4.699 -2.136
H 1.456 3.939 -0.990
O -1.357 -2.236 -2.774
S -0.920 -2.360 -1.381
O -0.975 -3.714 -0.882
O -1.815 -1.434 -0.520
O 0.409 -1.696 -1.185
C -0.440 0.163 -4.497
As -0.966 0.786 -2.722
C -2.905 0.652 -2.928
C -0.805 2.723 -3.013
H -1.071 0.639 -5.251
H -0.570 -0.916 -4.504
H 0.605 0.412 -4.685
H -3.237 1.209 -3.808
H -3.396 1.048 -2.040
H -3.144 -0.406 -3.023
H -1.376 3.034 -3.891
H 0.243 2.996 -3.135
H -1.185 3.240 -2.130
O -3.820 -2.436 1.203
C -4.150 -1.467 2.132
N -5.198 -0.523 1.679
C -5.180 0.844 1.686
O -6.199 1.494 1.884
C -3.885 1.515 1.388
C -3.651 2.835 1.754
C -2.424 3.388 1.441
C -1.463 2.613 0.805
N -1.697 1.354 0.436
C -2.900 0.845 0.693
H -3.074 -2.159 0.620
H -3.290 -0.893 2.479
H -4.579 -1.987 2.992
H -6.138 -0.869 1.799
H -4.420 3.391 2.274
H -2.185 4.407 1.712
H -0.456 2.954 0.602
H -3.056 -0.143 0.292
```



Per-record energy above the lowest of the compared OMol25 structures with the same formula, charge and spin, kJ/mol: 180.88 55.95